[1]
Below is a single C25H35N5O4 molecule in a non-equilibrium geometry, with properties calculated with wB97M-V/def2-TZVPD.

Values from the calculation:
SMILES string = Cc1cc(NC(=O)CCC(=O)N(CCC(C)C)[C@H](C(=O)NC2CCCC2)c2cccnc2)no1
total charge = 0
energy above the lowest of the compared OMol25 structures with the same formula, charge and spin = 61.21 kcal/mol
LUMO energy = 0.66 eV

Bonds (Å) are listed after each position.
Element x y z (Å)
1 C 3.54273 3.70603 -1.28790  C2 1.481, H35 1.087, H36 1.089, H37 1.087
2 C 2.86548 2.72734 -0.40600  C1 1.481, C3 1.365, O34 1.342
3 C 2.05204 2.88243 0.67865  C2 1.365, C4 1.416, H38 1.067
4 C 1.72049 1.55315 1.03842  C3 1.416, N5 1.375, N33 1.317
5 N 0.91254 1.09872 2.05336  C4 1.375, C6 1.369, H39 1.019
6 C -0.09198 1.82325 2.63742  N5 1.369, O7 1.209, C8 1.521
7 O -0.23371 3.01510 2.49430  C6 1.209
8 C -1.04309 0.95873 3.45090  C6 1.521, C9 1.540, H40 1.090, H41 1.090
9 C -2.12799 0.39238 2.51595  C8 1.540, C10 1.522, H42 1.088, H43 1.092
10 C -1.46778 -0.48029 1.45838  C9 1.522, O11 1.226, N12 1.343
11 O -0.51473 -1.18248 1.77656  C10 1.226
12 N -1.88611 -0.40454 0.18416  C10 1.343, C13 1.452, C18 1.459
13 C -3.12859 0.20651 -0.25304  N12 1.452, C14 1.531, H44 1.091, H45 1.091
14 C -4.31503 -0.72043 0.02721  C13 1.531, C15 1.535, H46 1.092, H47 1.093
15 C -5.64523 -0.25614 -0.58130  C14 1.535, C16 1.527, C17 1.527, H48 1.096
16 C -6.06386 1.11614 -0.05737  C15 1.527, H49 1.087, H50 1.087, H51 1.088
17 C -5.61055 -0.25965 -2.10838  C15 1.527, H52 1.087, H53 1.087, H54 1.088
18 C -1.13854 -1.09018 -0.86510  N12 1.459, C19 1.561, C27 1.506, H55 1.100
19 C -0.30823 -2.30172 -0.33775  C18 1.561, O20 1.213, N21 1.342
20 O -0.87440 -3.36125 -0.16851  C19 1.213
21 N 1.02176 -2.12698 -0.29911  C19 1.342, C22 1.449, H56 1.015
22 C 1.88897 -3.19422 0.15802  N21 1.449, C23 1.532, C26 1.528, H57 1.093
23 C 2.37484 -2.96176 1.59213  C22 1.532, C24 1.536, H58 1.090, H59 1.088
24 C 3.62006 -2.07101 1.46621  C23 1.536, C25 1.540, H60 1.089, H61 1.090
25 C 4.04798 -2.12821 -0.01163  C24 1.540, C26 1.530, H62 1.089, H63 1.089
26 C 3.18332 -3.21484 -0.65372  C22 1.528, C25 1.530, H64 1.091, H65 1.089
27 C -0.31861 -0.13384 -1.69097  C18 1.506, C28 1.394, C32 1.391
28 C 0.35798 -0.61140 -2.81189  C27 1.394, C29 1.382, H66 1.081
29 C 1.10163 0.26421 -3.58014  C28 1.382, C30 1.387, H67 1.079
30 C 1.13201 1.60010 -3.20817  C29 1.387, N31 1.321, H68 1.082
31 N 0.49032 2.06908 -2.15365  C30 1.321, C32 1.322
32 C -0.20789 1.22490 -1.41408  C27 1.391, N31 1.322, H69 1.083
33 N 2.29884 0.69162 0.22796  C4 1.317, O34 1.362
34 O 3.02212 1.41981 -0.66689  C2 1.342, N33 1.362
35 H 3.99190 4.49901 -0.69544  C1 1.087
36 H 2.81227 4.15048 -1.96218  C1 1.089
37 H 4.30765 3.20382 -1.87390  C1 1.087
38 H 1.71372 3.77852 1.14941  C3 1.067
39 H 0.85786 0.08398 2.12323  N5 1.019
40 H -0.50364 0.13920 3.92501  C8 1.090
41 H -1.51371 1.58021 4.21271  C8 1.090
42 H -2.68879 1.21751 2.08297  C9 1.088
43 H -2.81252 -0.22794 3.09838  C9 1.092
44 H -3.03851 0.39417 -1.32383  C13 1.091
45 H -3.27070 1.17089 0.23640  C13 1.091
46 H -4.43484 -0.81711 1.10828  C14 1.092
47 H -4.07502 -1.71285 -0.36152  C14 1.093
48 H -6.40069 -0.98388 -0.26311  C15 1.096
49 H -5.40406 1.89489 -0.43206  C16 1.087
50 H -7.07465 1.34805 -0.38429  C16 1.087
51 H -6.04557 1.13551 1.02999  C16 1.088
52 H -6.60608 -0.07278 -2.50380  C17 1.087
53 H -4.95001 0.51564 -2.48933  C17 1.087
54 H -5.27093 -1.22255 -2.48291  C17 1.088
55 H -1.87843 -1.56656 -1.52431  C18 1.100
56 H 1.41551 -1.19285 -0.24756  N21 1.015
57 H 1.31063 -4.11647 0.06557  C22 1.093
58 H 2.63411 -3.92182 2.03853  C23 1.090
59 H 1.58735 -2.51001 2.19128  C23 1.088
60 H 3.39204 -1.04329 1.74462  C24 1.089
61 H 4.41409 -2.42611 2.12260  C24 1.090
62 H 3.85244 -1.16951 -0.48928  C25 1.089
63 H 5.10972 -2.34649 -0.11974  C25 1.089
64 H 3.65373 -4.19254 -0.54416  C26 1.091
65 H 3.00466 -3.03318 -1.71242  C26 1.089
66 H 0.29765 -1.65969 -3.06685  C28 1.081
67 H 1.64190 -0.07841 -4.44860  C29 1.079
68 H 1.69177 2.32923 -3.77876  C30 1.082
69 H -0.70287 1.66846 -0.55938  C32 1.083

***

[2]
Below is a single C4H4N2 molecule in a non-equilibrium geometry, with properties calculated with wB97M-V/def2-TZVPD.

Values from the calculation:
SMILES string = C#C[C@H](N)C#N
total charge = 0
energy above the lowest of the compared OMol25 structures with the same formula, charge and spin = 93.10 kcal/mol
LUMO energy = 0.56 eV

Bonds (Å) are listed after each position.
Element x y z (Å)
1 C 2.03152 -0.10247 0.11923  C2 1.210, H7 1.062
2 C 0.85483 0.04099 0.36026  C1 1.210, C3 1.419
3 C -0.54037 0.27845 0.46935  C2 1.419, N4 1.550, C5 1.507, H8 1.095
4 N -0.77030 -1.02391 -0.33843  C3 1.550, H9 1.001, H10 1.027
5 C -0.91483 1.65172 -0.02680  C3 1.507, N6 1.160
6 N -1.17137 2.72705 -0.37970  C5 1.160
7 H 2.64126 -0.85025 -0.32401  C1 1.062
8 H -1.06435 0.14530 1.42124  C3 1.095
9 H -0.64145 -0.94790 -1.32860  N4 1.001
10 H -0.42495 -1.91897 0.02747  N4 1.027